Record 1
Entry from OMol25: a 2-piece molecular cluster, C10H24 overall (ωB97M-V with the def2-TZVPD basis set).

```
34
Properties=species:S:1:pos:R:3:nbo_charge:R:1
C 0.78 1.72 -4.40 -0.611
C -1.95 -1.27 1.68 -0.396
C 3.81 1.82 -0.80 -0.601
C -2.80 -2.20 5.37 -0.609
C -2.82 -1.24 0.43 -0.599
C 2.32 1.65 -4.42 -0.392
C -2.72 -1.84 2.83 -0.395
C 2.82 1.10 -3.10 -0.401
C -1.92 -1.90 4.12 -0.388
C 2.77 2.04 -1.90 -0.395
H 2.67 2.70 -4.48 0.193
H 1.77 2.00 -1.43 0.194
H 2.90 3.06 -2.32 0.189
H -1.08 -2.57 3.85 0.199
H -3.72 -0.60 0.50 0.203
H 0.42 2.55 -3.77 0.205
H -1.50 -0.90 4.31 0.186
H -3.60 -1.19 2.99 0.188
H 0.34 1.82 -5.40 0.208
H -3.08 -2.88 2.72 0.194
H -3.18 -3.23 5.35 0.201
H -3.14 -2.27 0.18 0.201
H 2.32 0.17 -2.79 0.195
H -2.18 -0.86 -0.38 0.205
H 4.80 1.96 -1.26 0.200
H -3.65 -1.51 5.48 0.208
H 2.68 1.11 -5.31 0.206
H -1.05 -1.86 1.45 0.194
H -2.15 -2.08 6.26 0.210
H -1.63 -0.24 1.91 0.197
H 3.72 2.53 0.04 0.212
H 3.75 0.79 -0.40 0.202
H 3.88 0.86 -3.33 0.198
H 0.42 0.77 -3.96 0.197
```

Its multiplicity is 1. The calculation puts the orbital gap at 11.677 eV. The relative energy (zero: lowest compared OMol25 entry of this formula, charge and spin) comes out at 0.922 eV. The SMILES is CCCCC.CCCCC. For the HOMO energy, the calculation gives -10.807 eV.

=====

Record 2
Entry from OMol25: C10H24AsF2N2OS2Y as an isolated structure (ωB97M-V with the def2-TZVPD basis set).

```
43
Properties=species:S:1:pos:R:3:nbo_charge:R:1
Y -0.33 0.29 -0.67 1.991
As -0.20 3.64 -1.45 1.962
S -0.24 -1.87 -2.54 0.198
S -0.23 -0.09 2.00 -0.368
F -2.54 1.59 -0.11 -0.402
F -2.51 0.55 -2.09 -0.380
O 0.46 2.05 -1.52 -1.260
N 1.94 -1.66 2.48 -0.569
N 0.06 -2.47 3.25 -0.351
C -1.35 -2.66 3.54 -0.416
C 2.40 -2.79 3.30 -0.231
C -2.55 0.27 -0.70 -0.031
C -0.51 4.08 0.37 -1.001
C -1.76 3.77 -2.51 -0.991
C 0.62 -1.48 2.59 0.387
C 1.08 4.85 -2.14 -0.987
C 1.11 -1.60 -3.71 -0.730
C 0.31 -3.37 -1.70 -0.736
C 1.07 -3.47 3.65 -0.224
H -0.76 5.14 0.42 0.279
H -0.43 -3.61 -0.93 0.246
H -1.65 -3.67 3.24 0.224
H -2.56 3.16 -2.11 0.279
H 2.53 -0.89 2.22 0.429
H 0.87 -0.72 -4.30 0.255
H 0.90 -4.40 3.10 0.220
H -1.53 -2.56 4.61 0.234
H 1.29 -3.24 -1.25 0.226
H -3.51 -0.18 -0.47 0.173
H 2.00 4.78 -1.57 0.270
H 1.15 -2.46 -4.38 0.257
H -2.05 4.82 -2.53 0.274
H -1.34 3.50 0.77 0.272
H 0.40 3.89 0.92 0.266
H 1.27 4.60 -3.18 0.272
H -1.94 -1.93 3.01 0.240
H 2.06 -1.47 -3.20 0.229
H 2.92 -2.42 4.18 0.226
H -1.50 3.45 -3.52 0.269
H 0.34 -4.17 -2.42 0.260
H 3.07 -3.43 2.73 0.232
H 0.98 -3.69 4.71 0.239
H 0.67 5.86 -2.07 0.271
```

Its multiplicity is 1. The calculation puts the orbital gap at 9.337 eV. The relative energy (zero: lowest compared OMol25 entry of this formula, charge and spin) comes out at 0.773 eV. The charge is +2. For the HOMO energy, the calculation gives -15.221 eV.

=====

Record 3
Entry from OMol25: C10H24ClO3OsP2 as an isolated structure (ωB97M-V with the def2-TZVPD basis set).

```
41
Properties=species:S:1:pos:R:3:nbo_charge:R:1
Os -0.03 0.13 0.19 0.581
Cl 0.48 -1.52 -1.37 -0.260
P 0.39 -1.58 1.75 1.155
P 0.21 1.79 -1.47 1.112
O 1.75 0.72 0.69 -0.452
O -2.91 -0.50 -0.69 -0.284
O -2.40 1.44 1.62 -0.305
C -2.76 -1.40 -1.41 1.006
C -0.92 1.59 -2.91 -0.929
C -2.92 -2.41 -2.37 -0.854
C 1.90 1.94 -2.18 -0.937
C -1.46 0.99 1.10 0.460
C 2.05 1.72 1.64 -0.326
C 0.08 -1.19 3.49 -0.957
C 2.13 -2.15 1.80 -0.949
C -0.61 -3.09 1.46 -0.926
C -0.14 3.55 -1.03 -0.941
H 0.56 3.89 -0.25 0.261
H 2.39 -2.66 0.86 0.276
H -1.62 -2.81 1.15 0.233
H -1.15 3.63 -0.61 0.263
H 0.20 -2.08 4.12 0.298
H -2.32 -3.30 -2.13 0.363
H -0.70 -3.66 2.38 0.299
H -4.01 -2.63 -2.40 0.383
H -0.87 2.45 -3.60 0.308
H 1.78 1.44 2.68 0.248
H -0.15 -3.72 0.69 0.277
H 2.79 -1.27 1.88 0.268
H 2.11 1.05 -2.78 0.273
H -2.56 -2.06 -3.35 0.371
H 2.30 -2.82 2.64 0.300
H -1.95 1.51 -2.53 0.245
H 1.51 2.66 1.43 0.232
H 0.77 -0.42 3.83 0.265
H 2.03 2.84 -2.81 0.301
H -0.07 4.23 -1.89 0.300
H -0.94 -0.80 3.61 0.265
H 2.62 1.96 -1.35 0.265
H 3.14 1.89 1.58 0.256
H -0.69 0.67 -3.45 0.257
```

As for the expectation value of S²: 6.020. Its multiplicity is 5. The calculation puts the orbital gap (spin up / spin down) at 7.662 / 5.957 eV. The charge is +3. For the HOMO energy (spin up / spin down), the calculation gives -19.255 / -20.332 eV.

=====

Record 4
Entry from OMol25: C10H24CrN6O6S as an isolated structure (ωB97M-V with the def2-TZVPD basis set).

```
48
Properties=species:S:1:pos:R:3:nbo_charge:R:1
Cr -0.36 0.73 0.02 1.126
S -0.15 -0.76 2.10 0.239
O -1.12 1.71 -1.58 -0.920
O 0.10 3.24 1.19 -0.543
O -2.26 2.06 1.62 -0.536
O 0.50 1.29 -3.50 -0.729
O 1.89 -1.15 -0.91 -0.643
O -0.28 -2.36 -0.24 -0.559
N 1.96 -2.45 1.68 -0.744
N 1.49 0.06 -0.63 -0.169
N 0.33 -3.05 3.21 -0.744
N -1.97 0.88 0.99 -0.249
N -0.89 -1.28 0.39 -0.220
N 0.65 2.25 0.55 -0.100
C 0.81 -2.21 2.30 0.360
C -4.26 0.03 1.40 -0.675
C -2.78 -2.78 0.79 -0.674
C 0.16 0.06 -4.08 -0.262
C 2.41 1.04 -0.52 0.189
C 2.67 3.55 0.08 -0.670
C -2.26 -1.42 0.65 0.068
C 3.80 0.71 -0.93 -0.667
C -2.86 -0.17 0.98 0.216
C 1.94 2.27 0.06 0.139
H 2.44 4.12 -0.84 0.242
H 2.21 -1.95 0.82 0.458
H -2.09 1.83 -1.69 0.526
H 0.23 -0.60 -3.17 0.193
H -4.92 -0.70 0.88 0.242
H -4.32 -0.12 2.50 0.252
H 3.76 3.36 0.13 0.229
H 2.33 4.14 0.94 0.267
H -2.03 -3.51 0.44 0.259
H 0.36 1.99 -4.17 0.485
H -3.02 -3.00 1.85 0.221
H 0.83 -0.36 -4.85 0.204
H -0.59 1.79 -2.40 0.528
H -4.57 1.06 1.16 0.256
H -0.56 -2.82 3.65 0.435
H 3.84 0.33 -1.96 0.253
H 2.43 -3.34 1.86 0.408
H -0.90 0.09 -4.33 0.173
H -1.38 2.59 1.53 0.505
H -3.71 -2.88 0.21 0.246
H 4.42 1.61 -0.87 0.228
H 0.84 -3.87 3.52 0.416
H 4.24 -0.06 -0.28 0.242
H 0.64 -1.97 -0.55 0.499
```

As for the expectation value of S²: 3.978. Its multiplicity is 4. The calculation puts the orbital gap (spin up / spin down) at 6.632 / 6.686 eV. The charge is +1. For the HOMO energy (spin up / spin down), the calculation gives -10.128 / -10.383 eV.

=====

Record 5
Entry from OMol25: C10H24FeN6O7 as an isolated structure (ωB97M-V with the def2-TZVPD basis set).

```
48
Properties=species:S:1:pos:R:3:nbo_charge:R:1
Fe 0.28 0.30 -0.42 1.327
O -0.41 -1.12 -3.65 -1.036
O 2.37 1.96 -0.09 -0.518
O -2.43 0.62 0.99 -0.540
O 1.07 -0.23 2.07 -0.684
O 2.82 -0.42 -0.86 -0.530
O 0.53 0.74 -2.36 -1.100
O -1.75 -1.70 0.75 -0.570
N -0.31 -1.07 3.72 -0.833
N 1.62 -0.86 -0.69 -0.040
N -0.70 -1.44 0.01 -0.118
N 0.60 1.02 3.95 -0.850
N -1.27 1.14 0.55 -0.138
N 1.05 1.82 0.07 -0.101
C 0.50 -0.11 3.17 0.794
C 0.30 2.81 0.61 0.189
C -2.23 -0.62 -2.77 -0.519
C -1.00 2.37 1.03 0.202
C -1.84 3.10 2.02 -0.675
C -0.49 -3.93 -0.16 -0.657
C 2.26 -3.07 -1.49 -0.667
C 1.28 -2.17 -0.85 0.178
C 0.93 4.10 0.88 -0.671
C 0.01 -2.53 -0.37 0.162
H 1.69 4.30 0.12 0.263
H 2.12 -4.09 -1.11 0.216
H -0.37 -1.25 -4.63 0.464
H 3.26 -2.72 -1.26 0.253
H -2.45 2.40 2.62 0.263
H 2.16 -3.12 -2.58 0.252
H -2.28 -0.45 0.92 0.486
H -0.97 -0.75 4.42 0.385
H 0.34 1.61 -2.79 0.472
H -1.18 3.67 2.69 0.226
H -2.52 3.79 1.50 0.246
H 2.68 0.98 -0.43 0.500
H 1.40 4.08 1.87 0.238
H -1.47 -4.08 -0.64 0.247
H 1.33 1.64 3.64 0.404
H -2.70 -0.42 -1.77 0.119
H 0.00 -0.17 -3.31 0.511
H -0.59 -4.15 0.92 0.232
H -1.75 0.31 -3.11 0.155
H -0.67 -1.75 3.07 0.423
H -1.98 -1.62 -2.99 0.198
H 0.15 4.87 0.87 0.231
H 0.21 -4.65 -0.58 0.220
H 0.45 0.91 4.95 0.392
```

As for the expectation value of S²: 6.406. Its multiplicity is 5. The calculation puts the orbital gap (spin up / spin down) at 6.004 / 6.149 eV. The relative energy (zero: lowest compared OMol25 entry of this formula, charge and spin) comes out at 0.294 eV. For the HOMO energy (spin up / spin down), the calculation gives -6.666 / -7.590 eV.

=====

Record 6
Entry from OMol25: C10H24N3O4V as an isolated structure (ωB97M-V with the def2-TZVPD basis set).

```
42
Properties=species:S:1:pos:R:3:nbo_charge:R:1
V 0.17 -2.18 1.39 1.643
O -0.17 -3.22 -0.60 -0.789
O 0.39 -0.09 0.68 -0.992
O -3.40 -1.91 -1.94 -0.620
O 1.39 -0.12 5.26 -0.648
N -2.23 -0.23 -3.00 -0.437
N 1.24 2.15 5.62 -0.434
N 1.00 -2.58 -2.58 -0.374
C -2.69 -0.91 -1.92 0.524
C 1.73 -1.48 -2.07 -0.439
C 0.51 1.32 0.39 -0.241
C 1.62 1.04 4.92 0.527
C 0.19 -3.33 -1.79 0.575
C 1.20 3.38 4.77 -0.444
C 0.52 2.12 6.89 -0.446
C 1.09 -2.87 -4.08 -0.422
C -1.46 1.04 -2.85 -0.424
C -2.81 -0.67 -4.33 -0.432
H -0.40 -4.03 -2.40 0.159
H 1.10 1.56 -0.50 0.172
H 1.42 -0.57 -2.59 0.220
H -0.49 1.77 0.35 0.175
H 0.17 -2.57 -4.59 0.224
H 2.05 3.66 4.14 0.228
H -3.02 0.12 -5.05 0.216
H 1.08 2.60 7.69 0.220
H -0.80 1.28 -3.68 0.216
H 1.96 1.14 3.88 0.125
H -2.06 -1.36 -4.73 0.187
H 0.23 3.49 4.28 0.195
H 1.14 4.30 5.34 0.222
H 1.95 -2.50 -4.64 0.243
H -2.13 1.90 -2.80 0.203
H -3.74 -1.22 -4.31 0.246
H -2.26 -0.37 -1.06 0.101
H 1.21 -3.95 -4.17 0.228
H 0.28 1.10 7.21 0.245
H 1.92 -1.37 -1.00 0.237
H -0.96 1.09 -1.89 0.216
H -0.55 2.33 6.86 0.213
H 2.75 -1.63 -2.42 0.211
H 0.87 1.79 1.30 0.173
```

As for the expectation value of S²: 3.792. Its multiplicity is 4. The calculation puts the orbital gap (spin up / spin down) at 6.600 / 6.635 eV. The relative energy (zero: lowest compared OMol25 entry of this formula, charge and spin) comes out at 0.000 eV. The charge is +1. For the HOMO energy (spin up / spin down), the calculation gives -11.589 / -11.589 eV.